Here is a structure of composition C25H52N5OPdSSi4 in a non-equilibrium geometry from OMol25. Energies are from ωB97M-V with the def2-TZVPD basis set.

The value obtained for the energy above the lowest of the compared OMol25 structures with the same formula, charge and spin is 1.438 eV. Its orbital gap (spin up / spin down) is 5.3 / 6.0 eV. The value obtained for the total energy is -3016.85159 a.u. The lowest unoccupied orbital energy (spin up / spin down) comes out at -0.07 / -0.10 eV. The total charge is 0. Its expectation value of S² is 0.756. Its spin multiplicity is 2.

Each line ends with the Löwdin charge.
Geometry (Å):
Pd 0.1600 0.6038 0.8603  0.230
N 1.7743 2.1763 2.0590  -0.009
C 2.6411 2.8293 1.0785  -0.283
C 2.5809 4.3630 1.0928  -0.190
C 1.1673 4.9257 0.9032  -0.205
C 0.4042 4.3139 -0.2768  -0.266
N -0.2763 3.0825 0.1112  -0.053
H 1.0262 2.8182 2.3167  0.027
H 2.2815 1.9135 2.8977  0.069
H 2.3300 2.4728 0.0937  0.057
H 3.6732 2.5084 1.2386  0.103
H 3.2135 4.7245 0.2778  0.110
H 2.9941 4.7532 2.0278  0.107
H 1.2445 6.0032 0.7524  0.105
H 0.5698 4.7887 1.8084  0.095
H 1.0921 4.0828 -1.0942  0.113
H -0.3111 5.0603 -0.6578  0.108
H -0.7166 2.6753 -0.7133  -0.022
H -1.0366 3.3082 0.7574  0.068
C 1.6218 -4.3924 -0.7254  -0.229
Si 0.5734 -2.8186 -0.4071  0.399
C -0.4347 -3.1562 1.1916  -0.235
C -0.5638 -2.6672 -1.9440  -0.226
Si 1.8515 -0.7951 -0.0106  0.332
Si 2.5998 0.0466 -2.1218  0.379
C 3.5236 -1.3634 -3.0354  -0.234
C 1.0781 0.5897 -3.1529  -0.224
C 3.8140 1.5372 -2.1384  -0.225
Si 3.4774 -1.3530 1.6668  0.391
C 2.4856 -1.9506 3.1916  -0.221
C 4.6372 -2.7622 1.0746  -0.226
C 4.7197 -0.0204 2.2868  -0.228
H 0.9982 -5.2433 -0.9814  0.018
H 2.1952 -4.6664 0.1535  0.001
H 2.3211 -4.2428 -1.5417  0.010
H -1.3635 -3.6954 1.0201  0.014
H -0.6520 -2.2132 1.6973  -0.022
H 0.1570 -3.7468 1.8849  0.018
H -1.3597 -3.4063 -1.9509  0.012
H 0.0198 -2.8048 -2.8488  0.018
H -1.0270 -1.6892 -2.0105  -0.022
H 2.9370 -2.2758 -3.0764  0.000
H 4.4500 -1.5962 -2.5196  0.014
H 3.7774 -1.0904 -4.0555  0.016
H 0.6270 -0.2493 -3.6723  0.012
H 1.3199 1.3469 -3.8937  0.018
H 0.3168 1.0002 -2.4937  -0.029
H 4.5399 1.4671 -1.3348  0.009
H 3.2972 2.4857 -2.0354  0.001
H 4.3606 1.5688 -3.0765  0.020
H 2.2650 -3.0117 3.1262  0.014
H 1.5347 -1.4232 3.2315  -0.008
H 3.0021 -1.7852 4.1337  0.019
H 4.0785 -3.6153 0.7084  -0.008
H 5.2845 -3.1146 1.8731  0.019
H 5.2770 -2.4228 0.2662  0.015
H 4.2492 0.7186 2.9266  -0.003
H 5.1966 0.5066 1.4654  0.009
H 5.5126 -0.4869 2.8665  0.021
O -0.6629 -0.0631 2.8456  -0.210
N -1.5186 0.9246 3.0419  -0.205
C -1.1358 2.0522 3.7247  -0.042
C -2.0182 3.0682 3.9492  -0.062
C -3.3551 2.9549 3.5379  -0.061
C -3.7458 1.7582 2.9147  -0.054
C -2.8317 0.7775 2.6770  -0.064
H -0.1159 2.0414 4.0777  0.126
H -1.6826 3.9588 4.4613  0.111
H -4.0651 3.7403 3.7302  0.099
H -4.7746 1.6034 2.6263  0.112
H -3.0727 -0.1601 2.2025  0.106
N -3.1377 -1.7165 -0.0727  0.121
C -3.2070 -0.5265 -0.7451  -0.786
S -2.0274 0.6727 -0.5662  0.720
N -4.2216 -0.2658 -1.6196  0.044
C -4.9977 -1.1130 -2.3916  -0.237
C -4.8565 -2.5041 -2.4132  -0.029
C -5.6743 -3.2653 -3.2228  -0.081
C -6.6292 -2.6752 -4.0371  -0.091
C -6.7561 -1.2920 -4.0358  -0.087
C -5.9573 -0.5206 -3.2236  -0.031
H -2.3744 -1.7691 0.5876  0.047
H -4.0065 -2.1437 0.2124  0.119
H -4.2628 0.7047 -1.9065  0.117
H -4.0838 -2.9738 -1.8276  0.090
H -5.5562 -4.3386 -3.2235  0.106
H -7.2555 -3.2845 -4.6703  0.100
H -7.4813 -0.8157 -4.6791  0.105
H -6.0462 0.5581 -3.2256  0.111

---

Here is a structure of composition C25H53ClIrOP2Si2 in a non-equilibrium geometry from OMol25. Energies are from ωB97M-V with the def2-TZVPD basis set.

The value obtained for the energy above the lowest of the compared OMol25 structures with the same formula, charge and spin is 0.000 eV. Its orbital gap (spin up / spin down) is 5.2 / 6.2 eV. The value obtained for the total energy is -2885.64202 a.u. The lowest unoccupied orbital energy (spin up / spin down) comes out at 0.53 / -1.06 eV. The total charge is 0. Its expectation value of S² is 8.779. Its spin multiplicity is 6.

Each line ends with the Löwdin charge.
Geometry (Å):
Ir -0.1940 -0.0397 -0.0851  0.905
C -0.9824 -0.0047 2.4121  -0.551
C -1.7339 1.1985 1.8341  -0.229
C -2.3863 0.7411 0.6673  -0.230
Si -1.2340 2.9794 2.1677  0.527
C -2.3340 -0.6958 0.6015  -0.265
C -1.6919 -1.1971 1.7715  -0.242
Si -1.2152 -2.9845 2.0855  0.520
H -0.9316 -0.0318 3.7355  -0.012
H -2.9809 1.3534 -0.0053  0.094
H -2.8873 -1.2870 -0.1221  0.089
Cl 2.5487 0.0853 -4.2702  0.514
C -0.8766 -3.4103 3.8745  -0.170
C -2.5838 -4.1162 1.4997  -0.171
C -0.8828 3.3675 3.9622  -0.171
C -2.5893 4.1428 1.6112  -0.171
H -3.5415 -3.8114 1.9452  0.043
H -2.3491 -5.1307 1.8544  0.035
H -2.7066 -4.1525 0.4121  0.011
H 0.0532 -2.9755 4.2563  0.020
H -0.7866 -4.5063 3.8982  0.031
H -1.7001 -3.1134 4.5338  0.042
H -3.5582 3.8183 2.0167  0.043
H -2.6839 4.2323 0.5237  0.011
H -2.3680 5.1396 2.0205  0.035
H -1.6911 3.0319 4.6214  0.042
H -0.8181 4.4643 4.0180  0.030
H 0.0618 2.9430 4.3199  0.022
C 0.3980 -3.1132 1.0816  -0.385
C 0.3836 3.0825 1.1626  -0.383
P 0.3987 -2.2053 -0.5296  0.833
H 0.6404 -4.1768 0.9329  0.030
H 1.2075 -2.6845 1.6999  0.061
P 0.3841 2.1765 -0.4605  0.857
H 1.1801 2.6291 1.7819  0.058
H 0.6537 4.1442 1.0412  0.030
C 2.0041 2.7297 -1.2202  -0.523
C -0.9045 3.1179 -1.4681  -0.531
C -0.8952 -3.1160 -1.5447  -0.534
C 2.0180 -2.7240 -1.2959  -0.525
C 3.1503 -1.7834 -0.8779  -0.130
H 1.8600 -2.6263 -2.3845  0.089
C 2.4360 -4.1541 -0.9446  -0.121
H 2.6542 -4.2306 0.1285  0.079
H 3.3574 -4.3826 -1.4948  0.083
H 1.7006 -4.9168 -1.2115  0.047
H 3.1004 -0.8460 -1.4394  0.010
H 4.1160 -2.2558 -1.1097  0.084
H 3.1264 -1.5707 0.2031  0.086
H -1.8510 -2.8405 -1.0659  0.069
C -0.7366 -4.6413 -1.5093  -0.125
C -0.9192 -2.6159 -2.9904  -0.124
H -0.5990 -5.0567 -0.5041  0.062
H 0.0977 -4.9682 -2.1410  0.067
H -1.6415 -5.1075 -1.9219  0.085
H -1.1106 -1.5370 -3.0490  0.054
H -1.7275 -3.1315 -3.5280  0.083
H 0.0250 -2.8297 -3.5106  0.068
H -1.8649 2.8370 -1.0012  0.070
C -0.9243 2.6529 -2.9266  -0.125
C -0.7447 4.6424 -1.3966  -0.128
H -0.6065 5.0317 -0.3815  0.060
H -1.6467 5.1252 -1.7969  0.085
H 0.0893 4.9846 -2.0200  0.067
H -1.1151 1.5755 -3.0094  0.053
H 0.0202 2.8789 -3.4411  0.067
H -1.7313 3.1792 -3.4566  0.083
C 3.1452 1.7862 -0.8314  -0.131
C 2.4173 4.1525 -0.8343  -0.123
H 1.8463 2.6591 -2.3109  0.086
H 2.6398 4.2005 0.2393  0.078
H 1.6785 4.9200 -1.0762  0.046
H 3.3353 4.4061 -1.3798  0.083
H 3.1023 1.5139 0.2354  0.085
H 4.1104 2.2804 -1.0169  0.083
H 3.1207 0.8823 -1.4467  0.008
C 1.1303 0.0333 -5.3152  -0.517
H 0.2398 0.0400 -4.6699  0.011
H 1.1316 0.9069 -5.9774  0.034
H 1.1579 -0.8767 -5.9245  0.033
C -0.2519 -0.0555 4.7264  -0.028
O 0.3208 0.0248 2.0288  -0.308
H -0.8663 -0.0963 5.6367  0.033
H 0.3892 0.8308 4.7088  0.018
H 0.4133 -0.9217 4.6472  0.018

---

Here is a structure of composition C25H53HoIN9O2Si3 in a non-equilibrium geometry from OMol25. Energies are from ωB97M-V with the def2-TZVPD basis set.

The value obtained for the energy above the lowest of the compared OMol25 structures with the same formula, charge and spin is 1.607 eV. Its orbital gap (spin up / spin down) is 8.5 / 8.5 eV. The value obtained for the total energy is -3741.71098 a.u. The lowest unoccupied orbital energy (spin up / spin down) comes out at -4.51 / -4.51 eV. The total charge is +2. Its expectation value of S² is 6.004. Its spin multiplicity is 5.

Each line ends with the Löwdin charge.
Geometry (Å):
Ho -0.1578 -0.3542 0.4967  1.579
C -1.3350 3.3428 4.5877  -0.165
Si -0.9428 1.6379 3.8340  0.427
C 0.7236 1.0111 4.5449  -0.172
C -2.2874 0.5630 4.6890  -0.173
C -0.8725 1.5640 1.9202  -0.596
Si 0.5451 2.6811 1.2806  0.410
C 2.1404 1.5769 1.1692  -0.203
C 1.0568 4.2885 2.1600  -0.159
C 0.2835 3.1525 -0.5640  -0.169
Si -2.5442 2.0971 1.2014  0.489
C -4.0628 0.9937 1.6296  -0.142
C -3.0810 3.9108 1.4311  -0.148
C -2.4952 1.6830 -0.6850  -0.326
C -3.0694 2.5208 -1.6338  -0.050
C -3.1728 2.1248 -2.9550  -0.020
C -2.7395 0.8496 -3.2913  -0.027
C -2.1743 0.0718 -2.2999  -0.141
N -2.0267 0.4665 -1.0286  -0.057
H -0.7939 3.4912 5.5175  0.042
H -2.3917 3.4195 4.8252  0.032
H -1.0890 4.1667 3.9305  0.008
H 1.3777 1.8446 4.7691  0.033
H 1.2623 0.3410 3.8799  -0.004
H 0.5673 0.4864 5.4801  0.033
H -2.0541 0.5170 5.7492  0.044
H -2.4139 -0.4582 4.3445  0.003
H -3.2557 1.0451 4.6171  0.022
H 2.2318 0.9018 2.0203  0.004
H 3.0302 2.2011 1.1749  0.053
H 2.1634 1.0104 0.2303  -0.010
H 1.2834 4.1308 3.2076  0.027
H 0.2580 5.0180 2.1007  0.030
H 1.9350 4.7359 1.7032  0.040
H 0.1348 2.2723 -1.1905  0.005
H 1.1422 3.6871 -0.9561  0.040
H -0.5738 3.8013 -0.6934  0.025
H -4.1961 0.8386 2.6927  0.012
H -3.9918 0.0200 1.1517  0.003
H -4.9711 1.4643 1.2610  0.045
H -3.1540 4.1440 2.4884  0.024
H -4.0551 4.1149 0.9923  0.039
H -2.3587 4.6018 1.0056  0.031
H -3.4099 3.4967 -1.3269  0.108
H -3.5815 2.7851 -3.7052  0.121
H -2.8268 0.4692 -4.2971  0.117
H -1.8227 -0.9233 -2.5418  0.098
N -2.1337 -2.2153 0.4585  -0.042
C -2.6382 -2.5250 1.8102  -0.232
C -1.4774 -2.9189 2.7176  -0.235
N -0.4835 -1.8316 2.7362  -0.041
H -2.8971 -1.7960 -0.0753  0.078
H -1.9279 -3.1033 -0.0020  0.076
H -3.3769 -3.3345 1.7948  0.132
H -3.1081 -1.6268 2.2161  0.096
H -1.0157 -3.8394 2.3477  0.109
H -1.8723 -3.1287 3.7163  0.129
H 0.3204 -2.1451 3.2787  0.096
H -0.8888 -1.0633 3.2803  0.025
N 0.1592 -2.9789 -1.3993  0.028
C 1.2747 -2.5186 -2.2583  -0.285
C 1.4484 -3.4431 -3.4810  -0.132
C 2.0795 -2.8836 -4.7611  -0.174
C 3.4840 -2.2868 -4.6180  -0.139
N 3.4505 -0.9208 -4.1145  0.096
C 2.9047 0.1112 -4.7543  -0.450
N 2.6666 0.0713 -6.0594  0.242
N 2.6984 1.2504 -4.0905  0.220
C 0.9309 -1.0134 -2.4911  -0.643
O 0.6156 -0.5905 -3.5939  0.047
O 1.0158 -0.3189 -1.4251  -0.212
H 0.2968 -3.9761 -1.2303  0.093
H -0.6806 -2.9229 -1.9790  0.085
H 2.1892 -2.5450 -1.6493  0.130
H 0.4568 -3.7904 -3.7827  0.121
H 2.0282 -4.3125 -3.1508  0.124
H 1.4165 -2.1267 -5.1786  0.097
H 2.1283 -3.7118 -5.4698  0.124
H 3.9965 -2.3060 -5.5855  0.125
H 4.0829 -2.8740 -3.9216  0.136
H 3.5783 -0.8114 -3.1195  0.155
H 2.9378 -0.7241 -6.6101  0.127
H 2.2604 0.8599 -6.5347  0.141
H 2.6131 1.2364 -3.0876  0.117
H 2.2094 1.9988 -4.5523  0.135
I 5.9565 -3.3789 1.0711  0.898
C 3.8925 -3.0230 1.0991  -0.734
C 2.8702 -3.9498 1.0431  -0.121
N 1.7229 -3.2502 1.0480  -0.028
N 1.9318 -1.9247 1.0904  -0.056
C 3.2494 -1.7766 1.1365  -0.187
H 2.9048 -5.0194 1.0035  0.127
H 0.7825 -3.6126 0.9855  0.121
H 3.7111 -0.8142 1.2278  0.104